(1)
This record from the Open Molecules 2025 dataset describes a molecular structure, C15H12F5NO10STeTi. The level of theory is wB97M-V/def2-TZVPD.

Last column: Löwdin spin population.
Element x y z (Å)
Ti -0.117 -2.023 0.291  0.06
O -1.250 -4.470 -1.652  0.12
S -1.996 -3.744 -0.598  0.01
O -3.380 -4.123 -0.513  0.01
O -1.281 -3.804 0.722  0.01
O -1.787 -2.265 -0.914  0.00
O 1.153 -1.067 1.337  0.15
C 1.088 -0.178 2.300  0.35
C -0.100 0.219 2.930  0.03
C -0.103 1.159 3.973  0.15
C -1.297 1.524 4.582  0.02
C -2.517 0.981 4.183  0.08
C -2.533 0.056 3.157  0.02
C -1.355 -0.352 2.510  0.05
O -1.417 -1.226 1.557  0.04
N -1.276 2.485 5.657  0.00
O -0.197 2.944 6.021  -0.01
O -2.334 2.801 6.195  0.01
H 2.038 0.251 2.621  0.02
H 0.824 1.603 4.308  0.01
H -3.425 1.290 4.678  0.00
H -3.460 -0.388 2.818  0.00
C -1.475 1.173 -2.310  0.00
C -0.343 1.209 -1.323  0.00
O -0.526 0.993 -0.146  0.00
C 1.040 1.500 -1.831  0.00
C 2.117 1.243 -0.987  0.00
C 3.411 1.464 -1.425  0.00
C 3.640 1.950 -2.706  0.00
C 2.571 2.202 -3.553  0.00
C 1.274 1.970 -3.118  0.00
H -2.366 0.818 -1.798  0.00
H -1.242 0.489 -3.125  0.00
H -1.649 2.172 -2.722  0.00
H 1.914 0.835 -0.006  0.00
H 4.245 1.238 -0.773  0.00
H 4.654 2.112 -3.051  0.00
H 2.748 2.558 -4.561  0.00
H 0.445 2.133 -3.793  0.00
F 1.352 -1.450 -3.937  0.00
Te 0.304 -2.634 -2.915  0.22
F 1.093 -3.340 0.217  0.00
F 1.980 -3.542 -2.618  0.11
F 0.174 -3.691 -4.546  0.15
F -1.169 -1.648 -3.698  0.10
O 0.526 -1.427 -1.440  0.25

## Properties
multiplicity	3
total charge	-2
HOMO energy (spin up / spin down)	-0.03303 / -0.12850	Eh

(2)
This record from the Open Molecules 2025 dataset describes a molecular structure, C15H12F6N5O4RuS4 in a non-equilibrium geometry. The level of theory is wB97M-V/def2-TZVPD.

Last column: Löwdin charge in e.
Element x y z (Å)
Ru 0.122 0.075 -0.044  0.98
N -2.563 3.401 -0.288  0.13
C -1.521 2.579 -0.400  -0.76
S -0.973 1.735 1.045  0.78
N -0.887 2.483 -1.535  0.04
N 0.124 1.593 -1.452  -0.18
C 1.076 1.616 -2.305  -0.02
C 2.194 0.768 -1.968  -0.23
C 3.342 0.665 -2.732  0.02
C 4.383 -0.122 -2.272  -0.01
C 4.243 -0.772 -1.058  0.00
C 3.068 -0.634 -0.345  -0.12
N 2.061 0.126 -0.785  -0.05
H -3.076 3.473 0.572  0.11
H -2.886 3.904 -1.098  0.13
H 1.067 2.305 -3.140  0.15
H 3.403 1.201 -3.669  0.13
H 5.289 -0.226 -2.853  0.13
H 5.028 -1.399 -0.659  0.13
H 2.922 -1.152 0.590  0.06
F -4.665 -0.595 -0.639  0.16
C -4.091 -1.653 -1.197  -0.69
F -4.509 -2.757 -0.618  0.19
F -4.358 -1.679 -2.490  0.18
S -2.276 -1.497 -0.901  0.63
O -1.766 -0.226 -1.446  -0.37
O -2.141 -1.570 0.530  -0.31
N -1.734 -2.740 -1.688  -0.26
S -0.182 -2.892 -1.807  0.65
O 0.279 -4.227 -1.724  -0.20
O 0.532 -1.894 -0.978  -0.44
C 0.229 -2.320 -3.513  -0.68
F -0.054 -1.020 -3.635  0.14
F -0.451 -3.004 -4.409  0.18
F 1.535 -2.487 -3.707  0.15
S 0.908 -0.612 1.860  0.80
C 0.230 0.200 3.277  -0.68
C 0.804 1.377 3.745  -0.15
C 0.304 1.956 4.899  -0.06
C -0.747 1.357 5.582  -0.06
C -1.305 0.176 5.113  -0.06
C -0.821 -0.410 3.953  -0.10
H 1.632 1.831 3.215  0.11
H 0.741 2.873 5.271  0.11
H -1.130 1.812 6.486  0.11
H -2.122 -0.291 5.647  0.11
H -1.257 -1.325 3.573  0.11

## Properties
total charge	+1
HOMO energy	-0.44009	Eh

(3)
This record from the Open Molecules 2025 dataset describes a molecular structure, C15H12N3O8RuS8Sb. The level of theory is wB97M-V/def2-TZVPD.

Last column: Löwdin spin population.
Element x y z (Å)
Ru 1.353 -0.708 1.085  2.84
O -0.574 -2.011 4.004  0.00
S -0.747 -2.739 2.782  0.01
O -0.910 -4.169 2.900  0.01
O 0.324 -2.448 1.767  0.11
C -2.233 -2.165 1.925  0.00
C -3.073 -3.189 1.505  0.00
C -4.195 -2.933 0.733  0.00
C -4.483 -1.635 0.352  0.00
C -3.660 -0.602 0.771  0.00
C -2.550 -0.843 1.569  0.00
S -1.611 0.634 1.987  0.01
O -1.367 0.661 3.399  0.01
O -2.357 1.744 1.445  0.01
O -0.357 0.445 1.179  0.13
H -2.811 -4.199 1.784  0.00
H -4.825 -3.754 0.414  0.00
H -5.335 -1.419 -0.280  0.00
H -3.856 0.416 0.469  0.00
S 4.685 2.668 2.085  0.05
Sb 4.377 0.439 2.159  0.05
S 2.094 -0.007 3.053  0.46
S 3.428 -0.412 0.117  0.17
S 5.848 -0.992 3.067  0.04
N 2.903 4.544 -0.385  0.00
C 1.921 3.770 -1.016  0.00
C 0.647 3.647 -0.455  0.00
C -0.308 2.845 -1.047  0.00
C -0.010 2.178 -2.228  0.00
C 1.238 2.315 -2.815  0.00
C 2.195 3.119 -2.220  0.00
S -1.083 0.873 -2.739  0.00
O -2.448 1.285 -2.535  0.00
O -0.696 0.461 -4.077  0.00
N -0.690 -0.197 -1.624  0.02
C 0.164 -1.165 -1.794  0.01
S 0.383 -2.119 -3.266  0.00
C 1.470 -3.180 -2.425  0.01
C 1.625 -2.782 -1.153  0.00
N 0.935 -1.640 -0.801  0.02
H 2.755 4.587 0.615  0.00
H 3.829 4.163 -0.532  0.00
H 0.427 4.132 0.489  0.00
H -1.259 2.682 -0.558  0.00
H 1.461 1.763 -3.720  0.00
H 3.181 3.210 -2.660  0.00
H 1.944 -4.016 -2.910  0.00
H 2.251 -3.256 -0.413  0.00

## Properties
multiplicity	5
total charge	-2
HOMO energy (spin up / spin down)	-0.11796 / -0.11671	Eh

(4)
This record from the Open Molecules 2025 dataset describes a single C15H12N6O2 molecule in a non-equilibrium geometry. The level of theory is wB97M-V/def2-TZVPD.

Last column: Löwdin charge in e.
Element x y z (Å)
C -4.700 -1.368 -1.450  -0.01
C -4.376 -2.708 -2.054  -0.30
N -5.185 -3.253 -2.899  0.13
O -4.698 -4.556 -3.199  -0.01
C -3.597 -4.730 -2.399  -0.03
C -3.308 -3.604 -1.760  -0.12
C -2.136 -3.326 -0.915  -0.43
O -1.859 -4.146 -0.102  0.13
N -1.545 -2.063 -0.995  0.15
C -0.515 -1.579 -0.232  -0.32
C -0.022 -0.207 -0.305  0.03
C 0.971 -0.071 0.649  -0.18
C 1.830 1.066 0.923  -0.26
N 2.658 1.068 1.934  0.17
C 3.321 2.278 1.851  -0.24
C 4.276 2.833 2.722  -0.01
C 4.723 4.162 2.564  -0.09
C 4.218 4.926 1.491  -0.10
C 3.266 4.364 0.641  -0.03
C 2.808 3.043 0.816  -0.20
N 1.927 2.215 0.165  0.17
N 0.959 -1.286 1.319  0.04
N 0.064 -2.179 0.781  0.11
H -5.730 -1.115 -1.515  0.07
H -4.478 -1.388 -0.353  0.11
H -4.193 -0.534 -1.896  0.07
H -2.949 -5.636 -2.397  0.16
H -2.002 -1.386 -1.601  0.14
H -0.337 0.553 -1.012  0.10
H 4.658 2.196 3.513  0.11
H 5.539 4.548 3.179  0.10
H 4.556 5.970 1.258  0.12
H 2.921 4.959 -0.208  0.10
H 1.394 2.434 -0.665  0.16
H 1.540 -1.482 2.150  0.17

## Properties
SMILES	Cc1nocc1C(=O)Nc1cc(-c2nc3ccccc3[nH]2)[nH]n1
total charge	0
HOMO energy	-0.31413	Eh

(5)
This record from the Open Molecules 2025 dataset describes a molecular structure, C15H13AlF5N2O2S in a non-equilibrium geometry. The level of theory is wB97M-V/def2-TZVPD.

Last column: Löwdin charge in e.
Element x y z (Å)
Al 0.638 -0.804 -2.005  0.10
F 1.185 5.539 0.469  0.11
C 0.909 4.503 -0.382  -0.10
C 1.457 3.223 -0.095  -0.13
F 2.203 3.046 1.011  0.11
C 1.127 2.151 -0.912  -0.17
F 1.544 0.854 -0.629  0.01
C 0.356 2.335 -2.101  -0.50
S 0.075 1.043 -3.210  0.90
C -0.083 3.636 -2.368  -0.20
F -0.809 3.823 -3.502  0.09
C 0.246 4.722 -1.562  -0.12
F -0.126 5.970 -1.914  0.14
C -0.173 0.856 2.999  0.02
N -0.272 -0.455 2.273  -0.17
C 1.150 -0.931 1.968  0.03
C -1.124 -0.382 1.019  -0.07
C -1.172 -1.721 0.257  -0.25
C -2.064 -2.646 0.787  -0.05
C -2.200 -3.928 0.259  -0.06
C -1.451 -4.284 -0.830  -0.05
C -0.580 -3.354 -1.417  -0.07
C -0.464 -2.046 -0.915  -0.14
H 0.525 0.728 3.863  0.13
H -1.184 1.143 3.334  0.12
H 0.265 1.583 2.305  0.09
H -0.686 -1.152 2.905  0.18
H 1.705 -0.082 1.517  0.10
H 1.114 -1.829 1.309  0.11
H 1.634 -1.193 2.917  0.11
H -0.710 0.433 0.426  0.11
H -2.161 -0.134 1.324  0.15
H -2.707 -2.341 1.638  0.13
H -2.922 -4.609 0.732  0.12
H -1.438 -5.319 -1.180  0.12
H -0.003 -3.679 -2.270  0.10
O 2.402 -1.261 -1.694  -0.01
N 2.473 -1.751 -2.851  0.05
O 1.316 -1.686 -3.476  -0.05

## Properties
total charge	+1
HOMO energy	-0.42724	Eh

(6)
This record from the Open Molecules 2025 dataset describes a molecular structure, C15H13BiCeI2NO7S2 in a non-equilibrium geometry. The level of theory is wB97M-V/def2-TZVPD.

Last column: Löwdin spin population.
Element x y z (Å)
I 3.260 -0.959 -1.834  0.04
I 0.726 3.559 -2.553  0.80
Ce 0.732 1.329 -0.338  0.03
Bi -1.058 -1.872 -0.038  0.00
S 1.256 0.329 -2.668  0.09
C -2.926 -1.805 -2.073  0.00
C -2.872 -1.417 1.177  0.00
C 0.603 0.161 -4.353  0.00
C 1.508 0.990 -5.257  0.01
C -0.826 0.690 -4.368  0.01
C 0.641 -1.328 -4.664  0.00
C -1.378 1.296 1.355  0.00
C -1.866 0.468 -0.275  0.00
O -3.848 -1.269 1.793  0.00
O -3.814 -1.853 -2.780  0.00
O -2.184 1.183 2.208  0.00
O -3.044 0.680 -0.550  0.00
H 1.256 0.802 -6.306  0.00
H 2.547 0.721 -5.067  0.00
H 1.382 2.055 -5.018  0.01
H -1.219 0.558 -5.387  0.00
H -0.834 1.754 -4.089  0.00
H -1.453 0.139 -3.655  0.00
H 0.340 -1.425 -5.714  0.00
H -0.049 -1.888 -4.024  0.00
H 1.641 -1.720 -4.494  0.00
O 0.087 -1.645 2.008  0.00
C 0.880 -0.755 2.513  0.00
N 1.486 0.129 1.716  0.00
S 2.359 1.374 2.332  0.00
O 1.992 2.431 1.273  0.00
O 1.419 1.757 3.639  0.00
C 0.973 0.702 4.404  0.00
C 0.519 1.024 5.678  0.00
C 0.021 -0.023 6.452  0.00
C -0.040 -1.352 5.967  0.00
C 0.481 -1.659 4.719  0.00
C 0.972 -0.605 3.927  0.00
H 0.636 2.054 6.016  0.00
H -0.281 0.193 7.477  0.00
H -0.534 -2.134 6.549  0.00
H 0.512 -2.671 4.301  0.00

## Properties
multiplicity	2
total charge	+4
HOMO energy (spin up / spin down)	-0.73183 / -0.73180	Eh

(7)
This record from the Open Molecules 2025 dataset describes a molecular structure, C15H13Cl3O3Pt in a non-equilibrium geometry. The level of theory is wB97M-V/def2-TZVPD.

Last column: Löwdin charge in e.
Element x y z (Å)
Pt 0.427 -0.100 1.383  0.93
Cl -0.140 -0.524 3.658  -0.03
C 1.184 1.695 1.969  -0.76
Cl 2.040 2.380 0.620  0.62
H 1.907 1.467 2.752  0.02
H 0.411 2.377 2.318  0.02
O 2.551 -4.077 -1.784  0.08
C 1.406 -3.752 -1.193  -0.27
C 0.236 -4.409 -1.599  0.00
C -0.975 -4.145 -0.999  -0.07
C -1.054 -3.216 0.034  -0.09
C 0.091 -2.548 0.423  -0.12
C 1.322 -2.775 -0.185  -0.07
C 2.571 -2.004 0.213  -0.56
O 3.661 -2.443 -0.156  0.07
O 2.422 -0.938 0.899  -0.13
H 3.267 -3.577 -1.311  0.08
H 0.329 -5.142 -2.388  0.12
H -1.860 -4.680 -1.315  0.11
H -1.991 -3.029 0.538  0.11
H 0.023 -1.904 1.324  -0.01
Cl -1.493 6.481 -0.756  0.71
C -1.368 4.776 -0.552  -0.66
C -1.951 4.171 0.557  -0.09
C -1.857 2.806 0.713  -0.04
C -1.157 2.015 -0.212  -0.33
C -1.040 0.578 -0.035  -0.13
C -0.579 2.654 -1.319  -0.06
C -0.690 4.017 -1.497  -0.10
H -2.470 4.775 1.286  0.11
H -2.315 2.331 1.572  0.13
H -0.681 0.058 -0.926  0.09
H -1.939 0.119 0.376  0.08
H -0.044 2.066 -2.052  0.12
H -0.244 4.496 -2.356  0.11

## Properties
total charge	0
HOMO energy (spin up / spin down)	-0.32458 / -0.32458	Eh

(8)
This record from the Open Molecules 2025 dataset describes a single C15H13ClN2O4S molecule. The level of theory is wB97M-V/def2-TZVPD.

Last column: Löwdin charge in e.
Element x y z (Å)
O 0.953 -0.248 6.236  0.10
C 1.101 -0.499 5.075  -0.54
O 1.950 -1.404 4.616  0.11
C 0.310 0.217 3.966  -0.11
N 0.705 -0.344 2.701  0.09
C 0.142 -0.059 1.606  -0.35
N -0.874 0.860 1.416  0.01
S -2.160 0.537 0.351  0.69
O -2.484 -0.853 0.414  -0.26
O -3.149 1.504 0.710  -0.27
C -1.486 0.918 -1.253  -0.29
C -1.001 2.188 -1.496  -0.06
C -0.468 2.484 -2.738  -0.08
C -0.442 1.497 -3.717  -0.67
Cl 0.237 1.854 -5.256  0.70
C -0.954 0.229 -3.475  -0.09
C -1.482 -0.059 -2.229  -0.05
C 0.619 -0.694 0.358  -0.19
C 1.335 0.065 -0.561  -0.04
C 1.785 -0.512 -1.734  -0.08
C 1.512 -1.844 -2.000  -0.08
C 0.804 -2.602 -1.083  -0.07
C 0.364 -2.034 0.101  -0.02
H 1.870 -1.410 3.634  0.10
H -0.760 0.095 4.174  0.14
H 0.544 1.287 4.032  0.14
H -1.197 1.352 2.238  0.11
H -1.046 2.931 -0.715  0.12
H -0.077 3.466 -2.952  0.11
H -0.935 -0.519 -4.251  0.11
H -1.882 -1.032 -1.993  0.12
H 1.550 1.102 -0.346  0.12
H 2.348 0.078 -2.441  0.11
H 1.859 -2.291 -2.919  0.11
H 0.597 -3.642 -1.286  0.11
H -0.190 -2.617 0.818  0.12

## Properties
SMILES	O=C(O)C/N=C(\NS(=O)(=O)c1ccc(Cl)cc1)c1ccccc1
total charge	0
HOMO energy	-0.35927	Eh

| no. | molar mass (g mol⁻¹) |
| --- | --- |
| 1 | 668.78 |
| 2 | 669.62 |
| 3 | 841.64 |
| 4 | 308.30 |
| 5 | 407.32 |
| 6 | 986.31 |
| 7 | 542.70 |
| 8 | 352.80 |